Record 1
DFT (wB97M-V/def2-TZVPD) results for an isolated molecule of C4H6N2S2.

- Orbital gap: 9.17 eV
- M: 146.2 g/mol
- LUMO: 0.055 eV
- Structure (SMILES): S[C@@H]1C=NN=C[C@@H]1S
- ΔE to the lowest compared entry with this formula, charge and spin: 65.6 kcal per mole

Each line ends with the natural charge from an NBO analysis.
Geometry (Å):
S: 1.090 -1.636 -0.251  -0.010
C: 0.651 -0.097 0.675  -0.418
C: -0.164 -0.470 1.851  0.090
N: -1.445 -0.409 1.805  -0.261
N: -2.102 -0.195 0.628  -0.244
C: -1.526 0.369 -0.340  0.105
C: -0.089 0.913 -0.124  -0.381
S: 0.803 1.498 -1.681  -0.056
H: 1.745 -2.276 0.717  0.131
H: 1.599 0.365 1.079  0.246
H: 0.444 -0.752 2.760  0.206
H: -2.053 0.555 -1.213  0.196
H: -0.306 1.834 0.375  0.252
H: -0.106 2.420 -2.208  0.145

---

Record 2
DFT (wB97M-V/def2-TZVPD) results for an isolated molecule of C4H6N2S2.

- Orbital gap: 9.12 eV
- M: 146.2 g/mol
- LUMO: -0.089 eV
- Structure (SMILES): S[C@@H]1C=NN=C[C@@H]1S
- ΔE to the lowest compared entry with this formula, charge and spin: 87.0 kcal per mole

Each line ends with the natural charge from an NBO analysis.
Geometry (Å):
S: -1.984 1.181 -0.181  0.001
C: -0.342 0.642 -0.558  -0.457
C: -0.219 -0.544 -1.526  0.110
N: 0.880 -1.172 -1.519  -0.248
N: 1.947 -0.598 -0.904  -0.246
C: 1.874 0.233 0.062  0.082
C: 0.541 0.502 0.672  -0.407
S: 0.091 -0.974 1.701  -0.065
H: -1.625 2.213 0.839  0.154
H: 0.156 1.361 -1.224  0.243
H: -1.166 -0.840 -2.088  0.211
H: 2.834 0.800 0.400  0.217
H: 0.665 1.466 1.155  0.228
H: -1.478 -0.927 1.649  0.177

---

Record 3
DFT (wB97M-V/def2-TZVPD) results for an isolated molecule of C4H6N2S2.

- Orbital gap: 8.96 eV
- M: 146.2 g/mol
- LUMO: 0.694 eV
- Structure (SMILES): NSSc1ccc[nH]1
- ΔE to the lowest compared entry with this formula, charge and spin: 35.9 kcal per mole

Each line ends with the natural charge from an NBO analysis.
Geometry (Å):
N: 2.457 -1.903 -0.121  -1.021
S: 2.471 -0.460 0.739  0.285
S: 1.825 0.859 -0.617  0.092
C: 0.018 0.887 -0.247  -0.044
C: -0.655 1.488 0.786  -0.286
C: -2.034 1.089 0.635  -0.313
C: -2.133 0.185 -0.441  -0.062
N: -0.838 -0.002 -0.901  -0.528
H: 3.237 -2.421 -0.503  0.393
H: 1.817 -2.390 0.455  0.378
H: -0.030 2.167 1.525  0.245
H: -2.581 1.250 1.497  0.223
H: -2.925 -0.347 -0.985  0.221
H: -0.628 -0.401 -1.823  0.418

---

Record 4
DFT (wB97M-V/def2-TZVPD) results for a cluster of 2 separate species, C4H6N2Se in total.

- Orbital gap: 7.63 eV
- M: 161.1 g/mol
- LUMO: -1.743 eV
- ΔE to the lowest compared entry with this formula, charge and spin: 74.6 kcal per mole

Each line ends with the natural charge from an NBO analysis.
Geometry (Å):
C: 1.368 -1.557 0.011  -0.455
C: 1.096 -1.432 1.362  -0.029
C: 0.558 -0.598 -0.495  0.306
C: -1.291 0.801 0.231  -0.415
N: 0.041 -0.677 1.638  -0.261
N: -0.241 -0.113 0.435  -0.282
Se: 0.041 0.196 -3.030  -0.048
H: 2.021 -2.069 -0.622  0.247
H: 1.628 -1.991 2.190  0.215
H: -1.335 1.602 1.085  0.214
H: -1.186 1.383 -0.669  0.232
H: -2.277 0.334 0.479  0.223
H: 0.299 1.396 -2.412  0.054

---

Record 5
DFT (wB97M-V/def2-TZVPD) results for the ion C4H6N3 with charge +1.

- Orbital gap: 11.82 eV
- M: 96.1 g/mol
- Net charge: +1
- LUMO: -3.961 eV
- Structure (SMILES): N#C[C@H]1CNC=[NH+]1
- ΔE to the lowest compared entry with this formula, charge and spin: 26.5 kcal per mole

Each line ends with the natural charge from an NBO analysis.
Geometry (Å):
N: 3.501 -0.068 0.321  -0.180
C: 2.407 -0.042 0.024  0.201
C: 1.061 0.026 -0.630  -0.133
C: 0.173 -1.075 -0.083  -0.212
N: -0.780 -0.232 0.810  -0.506
C: -0.598 1.041 0.546  0.382
N: 0.433 1.321 -0.211  -0.513
H: 1.085 -0.120 -1.643  0.273
H: -0.522 -1.677 -0.665  0.250
H: 0.596 -1.693 0.637  0.248
H: -1.480 -0.723 1.299  0.450
H: -1.323 1.818 1.026  0.276
H: 0.546 2.285 -0.421  0.463

---

Record 6
DFT (wB97M-V/def2-TZVPD) results for the ion C4H6N3 with charge +1.

- Orbital gap (alpha / beta): 7.43 / 7.34 eV
- M: 96.1 g/mol
- Net charge: +1
- LUMO (alpha / beta): -7.892 / -7.943 eV
- Structure (SMILES): [H]/N=C1\[NH+]=C=N[C@H]1C
- ΔE to the lowest compared entry with this formula, charge and spin: 115.0 kcal per mole

Each line ends with the natural charge from an NBO analysis.
Geometry (Å):
H: -2.927 0.162 0.819  0.478
N: -1.904 0.006 0.631  -0.539
C: -0.966 -0.380 -0.021  0.469
N: -0.976 -1.078 -1.255  -0.620
C: 0.311 -1.238 -1.500  0.749
N: 1.214 -0.811 -0.813  -0.294
C: 0.572 -0.278 0.360  -0.098
C: 1.244 1.157 0.526  -0.631
H: -1.803 -1.333 -1.648  0.463
H: 0.711 -0.852 1.229  0.265
H: 1.151 1.827 -0.385  0.240
H: 2.341 1.057 0.639  0.258
H: 1.032 1.760 1.417  0.261

---

Record 7
DFT (wB97M-V/def2-TZVPD) results for a cluster of 2 separate species, C4H6N3O2 in total.

- Orbital gap (alpha / beta): 7.12 / 7.43 eV
- M: 128.1 g/mol
- Net charge: +1
- LUMO (alpha / beta): -6.522 / -6.169 eV
- ΔE to the lowest compared entry with this formula, charge and spin: 209.0 kcal per mole

Each line ends with the natural charge from an NBO analysis.
Geometry (Å):
C: -0.980 -0.292 -0.983  -0.337
C: -2.058 0.407 -0.312  -0.234
C: -0.374 -1.361 -0.490  0.820
C: -2.326 0.476 0.950  -0.259
N: 1.889 0.157 0.162  -0.019
N: 1.521 0.878 -0.782  0.287
N: 3.048 -0.133 0.723  -0.590
O: 0.178 -2.328 -0.169  -0.297
O: 0.424 0.994 -1.274  -0.218
H: -0.942 -0.379 -2.069  0.323
H: -2.361 1.031 -1.081  0.233
H: -3.149 1.019 1.452  0.253
H: -1.737 -0.157 1.580  0.189
H: 2.997 -0.897 1.415  0.425
H: 3.869 0.583 0.875  0.423

---

Record 8
DFT (wB97M-V/def2-TZVPD) results for a cluster of 2 separate species, C4H6N3O3 in total.

- Orbital gap: 9.30 eV
- M: 144.1 g/mol
- Net charge: -1
- LUMO: 3.944 eV
- ΔE to the lowest compared entry with this formula, charge and spin: 45.2 kcal per mole

Each line ends with the natural charge from an NBO analysis.
Geometry (Å):
C: 1.678 -1.170 0.579  0.202
C: -0.922 0.310 -0.581  0.211
C: 1.099 -0.494 1.834  0.690
C: -0.265 -0.472 -2.552  -0.271
N: 2.026 -1.767 -0.334  -0.430
N: -0.721 1.166 0.403  -0.452
N: -1.424 1.210 1.650  -0.657
O: 1.556 0.614 2.101  -0.732
O: 0.240 -1.127 2.478  -0.725
O: 0.073 0.573 -1.590  -0.580
H: 0.746 -0.846 -2.660  0.196
H: -0.579 -0.053 -3.480  0.161
H: -0.933 -1.329 -2.131  0.217
H: -0.883 1.346 2.489  0.391
H: 0.086 1.798 0.160  0.398
H: -1.776 0.240 1.636  0.381

---

Computed electronic energy (Ha) in order:
-1061.811695; -1061.777597; -1061.858895; -2666.809166; -319.989414; -319.848347; -470.231476; -545.956607